[1]
Entry from the Open Molecules 2025 dataset: a single C12H20N2O2S molecule in a non-equilibrium geometry (wB97M-V/def2-TZVPD).

The geometry in XYZ format:
```
37
Properties=species:S:1:pos:R:3:lowdin_charge:R:1
O -0.926 -0.208 3.000 0.074
O 2.241 -0.776 -0.504 0.086
S 1.626 -3.841 2.492 0.826
C 0.088 -0.575 2.451 -0.375
C 1.663 -0.911 0.541 -0.414
N 0.937 -1.415 3.158 0.061
N 2.517 -1.477 1.435 0.087
C 2.078 -2.088 2.622 -0.678
C 2.048 2.371 1.382 -0.069
C -0.926 -2.544 0.568 -0.059
C -2.192 2.309 -0.509 -0.048
C -1.865 -0.149 -0.096 -0.101
C 1.256 2.072 0.101 -0.189
C 0.256 -0.313 0.869 -0.166
C -0.665 -1.127 0.005 -0.311
C -1.142 1.188 -0.503 -0.324
C 0.040 1.224 0.449 -0.216
H 0.899 -3.764 3.560 -0.154
H 0.584 -1.797 4.030 0.138
H 3.185 -2.090 0.967 0.155
H 2.852 -1.935 3.371 0.115
H 3.033 1.933 1.381 0.063
H 1.595 1.811 2.239 0.083
H 2.092 3.445 1.532 0.073
H -0.044 -3.102 0.749 -0.026
H -1.538 -2.566 1.524 0.104
H -1.421 -3.229 -0.293 0.131
H -2.856 2.077 0.256 0.051
H -2.721 2.257 -1.492 0.098
H -1.641 3.217 -0.398 0.067
H -2.426 -0.183 0.885 0.136
H -2.605 -0.536 -0.895 0.144
H 0.911 2.956 -0.313 0.079
H 1.904 1.644 -0.692 0.119
H -0.088 -1.238 -0.917 0.147
H -0.699 1.196 -1.542 0.160
H -0.435 1.640 1.323 0.136
```

Summary:
Frontier orbital gap in Eh: 0.3678
SMILES: CC[C@H]1[C@H](C)C[C@H](C)[C@]12C(=O)N[C@@H](S)NC2=O
Maximum force in hartree/bohr: 0.083
Lowest unoccupied orbital energy in eV: 0.4
Total energy in eV: -30677.9484
Energy above the lowest of the compared OMol25 structures with the same formula, charge and spin in eV: 1.3487

[2]
Entry from the Open Molecules 2025 dataset: a single C18H22N2O4 molecule (wB97M-V/def2-TZVPD).

The geometry in XYZ format:
```
46
Properties=species:S:1:pos:R:3:lowdin_charge:R:1
C 1.474 3.307 1.792 -0.059
C 2.315 3.122 0.534 -0.232
H 3.206 2.531 0.767 0.114
H 2.621 4.091 0.131 0.126
O 1.566 2.525 -0.519 -0.060
C 1.202 1.211 -0.346 -0.205
C -0.154 0.914 -0.450 0.046
C -0.596 -0.393 -0.316 -0.122
C 0.321 -1.412 -0.072 0.050
C 1.677 -1.141 0.020 -0.178
C 2.128 0.187 -0.134 -0.136
O 3.482 0.423 -0.052 -0.059
C 4.099 0.811 -1.274 -0.227
C 4.102 -0.314 -2.303 -0.055
H 4.538 -1.210 -1.869 0.079
H 3.086 -0.540 -2.619 0.080
H 4.682 -0.015 -3.171 0.077
H 3.606 1.699 -1.689 0.120
H 5.122 1.070 -0.989 0.127
O 2.653 -2.059 0.207 -0.029
C 2.312 -3.412 0.441 -0.233
C 1.814 -3.656 1.862 -0.058
H 2.559 -3.314 2.576 0.081
H 1.642 -4.718 2.010 0.078
H 0.887 -3.121 2.049 0.069
H 1.578 -3.759 -0.296 0.121
H 3.248 -3.954 0.279 0.125
H -0.068 -2.414 0.010 0.116
C -2.026 -0.804 -0.438 -0.408
O -2.345 -1.928 -0.761 0.085
N -2.918 0.186 -0.128 0.133
C -4.309 0.143 -0.155 -0.198
C -5.016 1.273 0.257 -0.020
C -6.398 1.250 0.231 -0.068
C -7.028 0.095 -0.207 -0.164
N -6.366 -0.980 -0.599 0.062
C -5.048 -0.966 -0.577 -0.076
H -4.554 -1.868 -0.905 0.103
H -8.106 0.023 -0.247 0.100
H -6.970 2.110 0.544 0.100
H -4.483 2.154 0.590 0.111
H -2.528 1.063 0.192 0.127
H -0.817 1.735 -0.677 0.125
H 2.057 3.824 2.548 0.076
H 1.168 2.339 2.184 0.076
H 0.585 3.892 1.569 0.077
```

Summary:
Frontier orbital gap in Eh: 0.3344
SMILES: CCOc1cc(C(=O)Nc2cccnc2)cc(OCC)c1OCC
Maximum force in hartree/bohr: 0.013
Lowest unoccupied orbital energy in eV: 0.5
Total energy in eV: -30192.7272
Energy above the lowest of the compared OMol25 structures with the same formula, charge and spin in eV: 2.8028

[3]
Entry from the Open Molecules 2025 dataset: a molecular structure, C8H10O6PPd in a non-equilibrium geometry (wB97M-V/def2-TZVPD).

The geometry in XYZ format:
```
26
Properties=species:S:1:pos:R:3:mulliken_spin:R:1
O 2.500 -1.850 -1.138 -0.004
C 1.641 -1.211 -0.747 0.131
Pd -0.141 -0.129 -0.120 0.966
C -1.694 1.125 0.665 0.145
O -2.632 1.702 0.995 0.006
C -1.431 -1.210 -1.210 0.248
O -2.593 -0.991 -1.331 0.129
C -0.442 -1.513 1.477 0.148
O -0.629 -2.290 2.277 0.008
C 0.065 1.181 -1.793 0.160
O 0.130 1.819 -2.733 0.013
H -0.817 -2.033 -1.664 0.056
C 3.934 2.073 2.979 0.002
P 2.358 1.894 2.001 0.008
C 1.283 2.065 3.405 0.003
C 2.821 3.008 0.684 0.004
O 1.605 0.837 1.144 -0.032
H 3.729 1.895 4.012 0.000
H 4.086 3.118 2.865 0.001
H 4.795 1.531 2.637 0.000
H 1.665 2.836 4.042 0.001
H 0.322 2.274 3.003 0.002
H 1.233 1.139 3.939 0.001
H 2.998 2.431 -0.233 0.003
H 1.912 3.579 0.576 0.002
H 3.693 3.609 0.918 0.000
```

Summary:
Frontier orbital gap (alpha / beta) in Eh: 0.2604 / 0.3136
Maximum force in hartree/bohr: 0.078
Total charge: +1
Lowest unoccupied orbital energy (alpha / beta) in eV: -3.3 / -4.6
Total energy in eV: -33502.0561
Energy above the lowest of the compared OMol25 structures with the same formula, charge and spin in eV: 1.0818
Multiplicity: 3

[4]
Entry from the Open Molecules 2025 dataset: 8 unconnected molecules or ions with the total composition C47H76F3N3O21 in a non-equilibrium geometry (wB97M-V/def2-TZVPD).

The geometry in XYZ format:
```
150
Properties=species:S:1:pos:R:3:lowdin_charge:R:1
F -0.781 2.070 5.382 -0.019
C -2.191 2.607 5.309 -0.211
F -2.217 3.748 6.299 -0.024
F -2.519 3.154 3.972 0.014
C -3.191 1.423 5.843 -0.089
C -3.917 0.542 4.667 -0.177
C -2.926 0.049 3.455 -0.150
C -3.227 0.214 1.837 -0.019
C -2.152 -0.376 0.719 0.007
C -0.725 -1.129 1.155 -0.158
N 0.137 -1.624 0.029 0.042
C 1.383 -2.220 0.623 -0.041
C 1.764 -2.329 2.202 -0.160
C 3.217 -2.980 2.697 -0.162
C 4.099 -1.701 3.316 -0.183
C 5.051 -1.195 2.041 -0.195
C 6.213 -0.123 2.479 -0.197
N 5.725 1.288 2.724 -0.185
C 6.777 2.206 3.332 -0.072
C 6.183 3.708 3.626 -0.057
C 4.652 3.501 3.068 -0.093
C 4.396 1.970 2.486 -0.039
N 0.837 -1.859 3.287 0.073
C -0.424 -1.246 2.748 -0.127
C -1.517 -0.681 3.873 0.040
H -4.011 1.945 6.534 0.146
H -2.535 0.686 6.499 0.135
H -4.845 1.097 4.213 0.121
H -4.321 -0.450 5.187 0.133
H -4.204 0.748 1.457 0.094
H -2.405 -0.234 -0.436 0.097
H 2.181 -2.656 -0.150 0.115
H 3.013 -3.783 3.556 0.122
H 3.781 -3.556 1.849 0.104
H 3.315 -0.853 3.548 0.101
H 4.747 -2.014 4.251 0.122
H 4.414 -0.855 1.110 0.117
H 5.626 -2.180 1.692 0.114
H 6.734 -0.532 3.447 0.127
H 7.021 -0.122 1.620 0.129
H 7.833 1.742 3.548 0.101
H 6.734 4.624 4.104 0.079
H 3.864 4.380 3.115 0.072
H 3.441 1.473 2.024 0.101
H -1.272 -0.819 5.032 0.108
C 11.922 6.155 5.518 -0.070
C 12.012 4.639 5.480 -0.220
O 11.442 4.059 6.660 0.022
C 10.086 4.043 6.712 -0.550
O 9.329 4.467 5.854 0.097
O 9.717 3.501 7.899 -0.008
C 8.310 3.523 8.128 -0.050
H 12.373 6.545 6.436 0.082
H 12.432 6.594 4.656 0.080
H 10.881 6.494 5.508 0.074
H 13.065 4.342 5.459 0.123
H 11.542 4.226 4.580 0.124
H 7.764 3.055 7.302 0.095
H 7.975 4.554 8.277 0.100
H 8.104 2.957 9.040 0.094
C -4.378 5.599 2.920 -0.069
C -3.168 5.491 2.008 -0.218
O -3.555 5.541 0.630 0.023
C -3.885 6.770 0.155 -0.550
O -3.874 7.812 0.790 0.107
O -4.259 6.633 -1.141 -0.009
C -4.736 7.841 -1.731 -0.054
H -5.121 4.837 2.666 0.081
H -4.086 5.476 3.967 0.073
H -4.872 6.570 2.815 0.074
H -2.684 4.522 2.166 0.103
H -2.422 6.264 2.229 0.130
H -4.009 8.652 -1.621 0.097
H -5.695 8.118 -1.284 0.099
H -4.890 7.660 -2.798 0.094
C -4.774 -4.414 1.063 -0.056
C -5.327 -3.010 1.240 -0.223
O -6.753 -2.996 1.102 0.017
C -7.451 -3.476 2.163 -0.550
O -6.976 -3.903 3.202 0.107
O -8.771 -3.426 1.854 -0.009
C -9.615 -4.004 2.848 -0.054
H -5.107 -4.842 0.112 0.076
H -3.680 -4.405 1.086 0.084
H -5.127 -5.084 1.853 0.075
H -4.927 -2.364 0.452 0.106
H -5.026 -2.573 2.199 0.117
H -9.430 -3.563 3.833 0.096
H -9.466 -5.088 2.876 0.100
H -10.653 -3.804 2.570 0.094
C -1.076 -3.696 -4.609 -0.061
C -1.629 -2.292 -4.432 -0.211
O -3.055 -2.278 -4.570 0.001
C -3.753 -2.758 -3.509 -0.547
O -3.278 -3.185 -2.470 0.105
O -5.073 -2.708 -3.818 -0.013
C -5.917 -3.286 -2.824 -0.038
H -1.409 -4.124 -5.560 0.080
H 0.018 -3.687 -4.586 0.082
H -1.429 -4.366 -3.819 0.074
H -1.229 -1.646 -5.220 0.121
H -1.329 -1.854 -3.473 0.122
H -5.732 -2.845 -1.839 0.082
H -5.768 -4.370 -2.796 0.102
H -6.955 -3.086 -3.102 0.099
C 0.144 0.675 -10.511 -0.071
C 0.234 -0.842 -10.548 -0.220
O -0.336 -1.421 -9.368 0.020
C -1.692 -1.437 -9.317 -0.549
O -2.449 -1.013 -10.175 0.109
O -2.061 -1.980 -8.129 -0.015
C -3.468 -1.957 -7.901 -0.044
H 0.595 1.064 -9.593 0.082
H 0.654 1.114 -11.373 0.080
H -0.896 1.013 -10.521 0.074
H 1.288 -1.139 -10.570 0.122
H -0.236 -1.255 -11.448 0.125
H -4.013 -2.426 -8.727 0.099
H -3.803 -0.926 -7.752 0.104
H -3.673 -2.524 -6.988 0.082
C -7.736 1.513 -3.819 -0.067
C -7.148 0.531 -4.819 -0.216
O -8.082 -0.510 -5.130 0.018
C -9.093 -0.163 -5.966 -0.550
O -9.265 0.935 -6.468 0.108
O -9.897 -1.244 -6.124 -0.009
C -11.065 -0.982 -6.899 -0.053
H -8.090 0.987 -2.927 0.082
H -6.991 2.256 -3.523 0.080
H -8.598 2.041 -4.239 0.074
H -6.271 0.048 -4.375 0.116
H -6.811 1.034 -5.733 0.126
H -10.809 -0.545 -7.870 0.097
H -11.739 -0.322 -6.344 0.099
H -11.577 -1.932 -7.074 0.094
C 9.769 -6.061 -1.077 -0.070
C 8.577 -5.136 -0.901 -0.220
O 8.580 -4.531 0.398 0.017
C 9.472 -3.523 0.576 -0.552
O 10.250 -3.096 -0.262 0.110
O 9.370 -3.093 1.858 -0.016
C 10.333 -2.102 2.209 -0.053
H 9.805 -6.800 -0.271 0.082
H 9.716 -6.582 -2.037 0.081
H 10.713 -5.508 -1.040 0.075
H 7.654 -5.720 -0.976 0.122
H 8.538 -4.369 -1.684 0.125
H 10.306 -1.257 1.514 0.097
H 11.331 -2.549 2.237 0.100
H 10.091 -1.732 3.210 0.093
```

Summary:
Frontier orbital gap in Eh: 0.2282
SMILES: FC(F)(F)CCc1ccc2ncc(CCCCn3cccc3)nc2c1.CCOC(=O)OC.CCOC(=O)OC.CCOC(=O)OC.CCOC(=O)OC.CCOC(=O)OC.CCOC(=O)OC.CCOC(=O)OC
Maximum force in hartree/bohr: 0.147
Lowest unoccupied orbital energy in eV: -1.3
Total energy in eV: -105573.8867

[5]
Entry from the Open Molecules 2025 dataset: a single C7H13NO2 molecule in a non-equilibrium geometry (wB97M-V/def2-TZVPD).

The geometry in XYZ format:
```
23
Properties=species:S:1:pos:R:3:lowdin_charge:R:1
C 1.351 1.859 -0.201 -0.346
C -0.597 -0.993 -0.343 -0.030
C -0.889 0.494 -0.622 -0.256
C 0.860 -0.654 0.045 -0.507
C 1.939 -1.331 -0.785 -0.022
C 1.140 -0.762 1.538 -0.017
C -3.043 1.002 0.134 -0.087
N 0.636 0.744 -0.360 0.046
O 2.504 1.902 0.151 0.029
O -1.654 1.194 0.297 -0.127
H 0.767 2.759 -0.480 0.142
H -1.195 -1.414 0.462 0.119
H -0.687 -1.613 -1.231 0.116
H -1.162 0.743 -1.657 0.153
H 2.907 -0.898 -0.544 0.084
H 1.751 -1.182 -1.848 0.086
H 1.964 -2.397 -0.573 0.085
H 2.114 -0.333 1.759 0.083
H 1.130 -1.803 1.854 0.086
H 0.386 -0.209 2.094 0.089
H -3.529 1.680 0.833 0.093
H -3.335 -0.029 0.365 0.089
H -3.358 1.240 -0.889 0.092
```

Summary:
Frontier orbital gap in Eh: 0.3754
SMILES: CO[C@@H]1CC(C)(C)N1C=O
Maximum force in hartree/bohr: 0.065
Lowest unoccupied orbital energy in eV: 0.8
Total energy in eV: -13054.1366
Energy above the lowest of the compared OMol25 structures with the same formula, charge and spin in eV: 1.7922

[6]
Entry from the Open Molecules 2025 dataset: a single C2H3N5O molecule in a non-equilibrium geometry (wB97M-V/def2-TZVPD).

The geometry in XYZ format:
```
11
Properties=species:S:1:pos:R:3:lowdin_charge:R:1
C -0.573 0.025 0.189 -0.369
C 0.837 0.077 -0.240 -0.360
H -1.866 0.249 1.721 0.061
H -0.409 -0.697 1.927 0.171
H 2.027 0.825 1.385 0.134
N -0.949 0.149 1.477 0.142
N -1.394 0.014 -0.860 0.089
N 0.257 -0.516 -2.347 0.011
N 1.032 -0.679 -1.470 0.080
N 1.948 0.389 0.332 0.139
O -0.911 0.165 -2.115 -0.098
```

Summary:
Frontier orbital gap in Eh: 0.3371
SMILES: [H]/N=c1/nnonc1N
Maximum force in hartree/bohr: 0.117
Lowest unoccupied orbital energy in eV: -0.4
Total energy in eV: -11615.0354
Energy above the lowest of the compared OMol25 structures with the same formula, charge and spin in eV: 5.7944

[7]
Entry from the Open Molecules 2025 dataset: 2 unconnected molecules or ions with the total composition C3H6N2O (wB97M-V/def2-TZVPD).

The geometry in XYZ format:
```
12
Properties=species:S:1:pos:R:3:lowdin_charge:R:1
C 0.155 -1.509 0.757 -0.052
C 0.355 1.341 -1.565 -0.400
N -0.343 0.547 -2.188 0.130
N 1.180 2.051 -1.002 0.136
C -0.541 -0.352 1.416 -0.303
O -1.190 0.478 0.819 0.016
H 0.270 -1.327 -0.314 0.063
H -0.453 -2.411 0.904 0.088
H 1.131 -1.695 1.216 0.081
H -1.088 0.137 -1.630 0.055
H 0.975 3.041 -0.934 0.069
H -0.453 -0.300 2.521 0.117
```

Summary:
Frontier orbital gap in Eh: 0.4089
SMILES: N=C=N.CC=O
Maximum force in hartree/bohr: 0.012
Lowest unoccupied orbital energy in eV: 1.0
Total energy in eV: -8234.9653
Energy above the lowest of the compared OMol25 structures with the same formula, charge and spin in eV: 1.7335

What did the fifth record say?
Entry from the Open Molecules 2025 dataset: a single C7H13NO2 molecule in a non-equilibrium geometry (wB97M-V/def2-TZVPD).

The geometry in XYZ format:
```
23
Properties=species:S:1:pos:R:3:lowdin_charge:R:1
C 1.351 1.859 -0.201 -0.346
C -0.597 -0.993 -0.343 -0.030
C -0.889 0.494 -0.622 -0.256
C 0.860 -0.654 0.045 -0.507
C 1.939 -1.331 -0.785 -0.022
C 1.140 -0.762 1.538 -0.017
C -3.043 1.002 0.134 -0.087
N 0.636 0.744 -0.360 0.046
O 2.504 1.902 0.151 0.029
O -1.654 1.194 0.297 -0.127
H 0.767 2.759 -0.480 0.142
H -1.195 -1.414 0.462 0.119
H -0.687 -1.613 -1.231 0.116
H -1.162 0.743 -1.657 0.153
H 2.907 -0.898 -0.544 0.084
H 1.751 -1.182 -1.848 0.086
H 1.964 -2.397 -0.573 0.085
H 2.114 -0.333 1.759 0.083
H 1.130 -1.803 1.854 0.086
H 0.386 -0.209 2.094 0.089
H -3.529 1.680 0.833 0.093
H -3.335 -0.029 0.365 0.089
H -3.358 1.240 -0.889 0.092
```

Summary:
Frontier orbital gap in Eh: 0.3754
SMILES: CO[C@@H]1CC(C)(C)N1C=O
Maximum force in hartree/bohr: 0.065
Lowest unoccupied orbital energy in eV: 0.8
Total energy in eV: -13054.1366
Energy above the lowest of the compared OMol25 structures with the same formula, charge and spin in eV: 1.7922